Entry 1:
The following is a DFT calculation (ωB97M-V/def2-TZVPD) of a molecular structure, C47H45N5OP2S2Se2V.

```
105
Properties=species:S:1:pos:R:3
V 0.39 1.10 1.59
Se 2.05 -4.53 -1.06
P 1.36 -2.99 -2.29
C 2.47 -2.67 -3.68
C 3.47 -1.72 -3.57
C 4.46 -1.63 -4.53
C 4.44 -2.49 -5.62
C 3.44 -3.44 -5.74
C 2.46 -3.55 -4.77
C -0.30 -3.30 -2.94
C -1.22 -3.93 -2.10
C -2.49 -4.24 -2.57
C -2.84 -3.93 -3.87
C -1.94 -3.31 -4.71
C -0.67 -2.99 -4.25
C 1.21 -1.39 -1.37
C 0.78 -0.06 -1.63
N 0.82 0.57 -0.45
N 1.25 -0.31 0.44
N 1.48 -1.48 -0.06
P 0.19 0.95 -3.02
Se 0.04 3.00 -2.47
C -1.42 0.28 -3.45
C -2.00 0.60 -4.68
C -3.30 0.21 -4.95
C -4.03 -0.47 -3.99
C -3.47 -0.77 -2.76
C -2.16 -0.41 -2.48
C 1.33 0.77 -4.40
C 2.50 1.53 -4.37
C 3.40 1.47 -5.43
C 3.13 0.66 -6.52
C 1.96 -0.10 -6.56
C 1.06 -0.04 -5.50
H 3.50 -1.05 -2.71
H 5.25 -0.89 -4.44
H 5.22 -2.43 -6.38
H 3.43 -4.13 -6.58
H 1.71 -4.32 -4.84
H -0.91 -4.20 -1.10
H -3.19 -4.74 -1.91
H -3.83 -4.19 -4.24
H -2.21 -3.07 -5.73
H 0.05 -2.54 -4.92
H -1.44 1.17 -5.41
H -3.74 0.46 -5.90
H -5.05 -0.77 -4.20
H -4.04 -1.30 -2.01
H -1.73 -0.64 -1.52
H 2.69 2.19 -3.54
H 4.30 2.07 -5.41
H 3.82 0.61 -7.35
H 1.75 -0.73 -7.41
H 0.14 -0.60 -5.55
N 2.27 2.24 1.51
C 2.17 3.66 1.91
C 1.17 4.42 1.05
C -0.30 4.15 1.32
N -0.72 2.78 0.91
H 3.01 1.78 2.03
H 2.54 2.19 0.52
H 3.15 4.14 1.85
H 1.85 3.69 2.96
H 1.38 4.24 -0.01
H 1.33 5.49 1.22
H -0.90 4.88 0.78
H -0.51 4.27 2.39
H -0.67 2.73 -0.12
H -1.70 2.65 1.15
O 0.35 1.70 3.51
S -1.06 2.00 4.12
C -0.68 3.29 5.27
C 0.50 3.29 6.02
C 0.73 4.33 6.90
C -0.20 5.36 7.03
C -1.37 5.35 6.29
C -1.61 4.31 5.39
C -1.42 0.63 5.18
C -2.77 0.37 5.40
C -3.10 -0.71 6.20
C -2.11 -1.51 6.74
C -0.77 -1.24 6.48
C -0.41 -0.16 5.70
H 1.21 2.49 5.90
H 1.64 4.34 7.48
H -0.01 6.16 7.73
H -2.09 6.15 6.40
H -2.52 4.30 4.80
H -3.53 0.98 4.93
H -4.14 -0.94 6.39
H -2.37 -2.37 7.34
H 0.00 -1.89 6.89
H 0.62 0.05 5.47
S -1.65 -0.10 1.78
C -1.26 -1.55 2.75
C -2.31 -2.38 3.12
C -2.09 -3.51 3.88
C -0.80 -3.85 4.28
C 0.26 -3.03 3.92
C 0.03 -1.88 3.17
H -3.32 -2.12 2.81
H -2.92 -4.14 4.16
H -0.62 -4.74 4.86
H 1.27 -3.28 4.21
H 0.89 -1.28 2.90
```

Computed properties:
HOMO level (alpha / beta): -9.51 / -9.50 eV
Expectation value of S²: 2.0137
Charge: +1
Molecular weight: 1030.857 g/mol
E_tot: -255593.977 eV
Multiplicity: 3


Entry 2:
The following is a DFT calculation (ωB97M-V/def2-TZVPD) of a molecular structure, C47H46AsCl3F6N6O5S3SiTi.

```
119
Properties=species:S:1:pos:R:3
Ti 0.42 -0.61 0.09
C -1.13 -1.18 -3.45
C -1.88 -1.34 -2.16
C -3.25 -1.50 -2.13
C -3.89 -1.67 -0.91
C -3.18 -1.70 0.28
C -1.79 -1.57 0.18
N -1.19 -1.40 -1.02
N -0.84 -1.52 1.18
Si -1.14 -2.09 2.87
C 0.50 -2.10 3.74
C -2.31 -0.87 3.65
C -1.89 -3.80 2.74
H -1.33 -2.03 -4.10
H -0.06 -1.13 -3.26
H -1.44 -0.28 -3.97
H -3.81 -1.50 -3.05
H -4.97 -1.80 -0.88
H -3.66 -1.84 1.23
H 0.95 -1.11 3.80
H 1.21 -2.79 3.28
H 0.33 -2.44 4.77
H -2.05 0.16 3.39
H -2.24 -0.96 4.73
H -3.35 -1.04 3.38
H -1.79 -4.23 1.74
H -2.94 -3.79 3.00
H -1.38 -4.48 3.43
F 4.76 0.05 -0.10
C 4.16 0.93 0.70
F 3.36 1.70 -0.03
F 5.06 1.66 1.32
S 3.15 0.01 1.94
O 2.18 -0.71 1.04
O 4.03 -0.84 2.64
N 2.45 1.06 2.82
S 1.14 1.83 2.37
O 0.20 0.90 1.72
O 1.36 3.08 1.74
C 0.37 2.14 4.02
F 0.25 1.01 4.70
F -0.84 2.65 3.79
F 1.11 3.00 4.69
Cl 0.04 6.58 3.87
C -0.90 6.00 2.55
C -0.29 5.77 1.32
C -1.06 5.33 0.26
C -2.43 5.12 0.40
C -3.27 4.73 -0.80
C -3.40 3.21 -0.95
N -2.13 2.53 -1.16
C -1.30 2.65 -2.26
C -0.26 1.81 -2.04
N -0.42 1.18 -0.83
C -1.57 1.65 -0.33
O -2.74 5.20 -2.02
C -2.98 6.59 -2.27
C -2.05 7.49 -1.52
C -0.72 7.59 -1.78
Cl 0.14 6.73 -3.00
S 0.10 8.64 -0.71
C -1.35 8.98 0.12
C -2.41 8.31 -0.41
C -3.00 5.32 1.65
Cl -4.69 5.01 1.91
C -2.25 5.76 2.73
H 0.77 5.96 1.20
H -0.60 5.19 -0.71
H -4.29 5.10 -0.66
H -4.04 3.00 -1.81
H -3.85 2.79 -0.06
H -1.51 3.35 -3.05
H 0.59 1.64 -2.67
H -2.00 1.38 0.62
H -4.02 6.83 -2.01
H -2.86 6.71 -3.34
H -1.35 9.67 0.95
H -3.42 8.40 -0.03
H -2.72 5.93 3.69
C 2.73 -5.40 3.44
C 1.63 -5.86 2.73
C 1.23 -5.22 1.56
C 1.94 -4.11 1.10
C 3.03 -3.65 1.83
C 3.43 -4.30 2.99
As 1.31 -3.20 -0.48
C 2.77 -3.24 -1.76
C 4.11 -3.30 -1.39
C 5.10 -3.33 -2.37
C 4.76 -3.31 -3.71
C 3.43 -3.25 -4.09
C 2.44 -3.21 -3.12
C 0.17 -4.56 -1.26
C -1.21 -4.60 -1.12
C -1.93 -5.68 -1.62
C -1.28 -6.73 -2.25
C 0.10 -6.70 -2.37
C 0.82 -5.63 -1.88
H 3.04 -5.91 4.34
H 1.08 -6.73 3.08
H 0.38 -5.60 1.02
H 3.57 -2.76 1.53
H 4.28 -3.92 3.54
H 4.40 -3.36 -0.36
H 6.14 -3.40 -2.07
H 5.54 -3.36 -4.47
H 3.15 -3.26 -5.13
H 1.40 -3.20 -3.42
H -1.75 -3.82 -0.62
H -3.01 -5.69 -1.50
H -1.85 -7.56 -2.64
H 0.62 -7.53 -2.85
H 1.90 -5.64 -1.97
C 3.73 0.29 -3.20
C 2.63 -0.05 -2.33
N 1.76 -0.33 -1.64
H 3.43 0.15 -4.24
H 4.57 -0.36 -2.98
H 4.01 1.33 -3.04
```

Computed properties:
HOMO level: -12.27 eV
Charge: +2
Molecular weight: 1242.345 g/mol
E_tot: -246864.644 eV